Entry 1:
C22H28N2O7S | the ωB97M-V functional and the def2-TZVPD basis

The geometry in ORCA input format:
```
! wB97M-V def2-TZVPD RIJCOSX def2/J DEFGRID3
* xyz 0 1
C -2.731 -1.644 2.532
O -1.735 -2.618 2.740
C -0.622 -2.580 1.959
C 0.338 -3.565 2.196
C 1.488 -3.603 1.437
C 1.712 -2.673 0.430
O 2.871 -2.749 -0.326
C 2.665 -3.316 -1.612
C 0.767 -1.665 0.209
N 0.958 -0.694 -0.787
C 2.149 0.111 -0.798
C 2.090 1.219 0.249
O 1.078 1.491 0.876
N 3.234 1.899 0.423
C 4.496 1.665 -0.249
C 5.377 2.830 0.205
C 4.836 3.143 1.599
C 3.335 2.959 1.415
S -0.129 -0.626 -2.047
O -0.424 -1.973 -2.450
O 0.447 0.259 -3.022
C -1.618 0.100 -1.385
C -2.805 -0.590 -1.433
C -3.937 -0.026 -0.854
C -3.864 1.204 -0.217
O -4.901 1.823 0.401
C -6.161 1.197 0.395
C -2.629 1.902 -0.173
O -2.635 3.078 0.491
C -1.405 3.759 0.633
C -1.520 1.343 -0.784
C -0.391 -1.629 0.974
H -2.354 -0.635 2.724
H -3.132 -1.690 1.514
H -3.520 -1.878 3.246
H 0.157 -4.291 2.972
H 2.230 -4.368 1.606
H 3.593 -3.167 -2.162
H 1.836 -2.837 -2.139
H 2.458 -4.388 -1.527
H 3.030 -0.517 -0.630
H 2.207 0.558 -1.795
H 4.366 1.641 -1.334
H 4.924 0.706 0.070
H 6.433 2.570 0.208
H 5.230 3.688 -0.452
H 5.092 4.145 1.936
H 5.218 2.421 2.320
H 2.810 2.662 2.325
H 2.864 3.871 1.031
H -2.835 -1.557 -1.907
H -4.869 -0.565 -0.897
H -6.134 0.231 0.910
H -6.824 1.873 0.933
H -6.536 1.057 -0.623
H -1.051 4.137 -0.331
H -0.639 3.116 1.074
H -1.613 4.597 1.296
H -0.562 1.830 -0.770
H -1.086 -0.828 0.796
*
```

Results
Relative energy (zero: lowest compared OMol25 entry of this formula, charge and spin) = 2.365 eV
SMILES string = COc1ccc(OC)c(N(CC(=O)N2CCCC2)S(=O)(=O)c2ccc(OC)c(OC)c2)c1
Gap between HOMO and LUMO = 0.3237 Ha
Highest occupied orbital energy = -8.189 eV

In elementary charge units, the Löwdin charges are: -0.076 -0.077 -0.257 0.007 0.009 -0.226 -0.125 -0.057 -0.182 -0.158 -0.077 -0.408 0.055 -0.050 -0.150 -0.161 -0.163 -0.137 0.708 -0.274 -0.276 -0.292 -0.062 -0.010 -0.192 -0.056 -0.076 -0.184 -0.052 -0.060 0.007 0.067 0.101 0.087 0.094 0.118 0.122 0.093 0.072 0.097 0.127 0.127 0.125 0.129 0.111 0.114 0.111 0.115 0.125 0.129 0.116 0.108 0.096 0.096 0.098 0.102 0.078 0.096 0.102 0.099

Entry 2:
C4H4Cl4F6NO8PS2V | the ωB97M-V functional and the def2-TZVPD basis

The geometry in ORCA input format:
```
! wB97M-V def2-TZVPD RIJCOSX def2/J DEFGRID3
* xyz -2 4
V -5.217 -33.939 23.095
P -3.474 -35.456 22.509
O -4.803 -35.548 21.742
O -3.867 -35.258 24.020
O -3.139 -33.932 22.563
O -2.147 -36.202 22.399
C -4.705 -32.897 27.079
F -4.252 -34.143 27.038
F -6.020 -32.982 27.233
F -4.166 -32.257 28.108
S -4.164 -31.945 25.480
O -4.030 -30.531 25.811
O -2.970 -32.575 24.995
N -5.495 -32.367 24.395
S -6.697 -31.337 24.712
O -7.937 -31.897 24.211
O -6.809 -30.727 26.023
C -6.358 -29.915 23.446
F -5.063 -29.755 23.237
F -6.865 -30.233 22.260
F -6.853 -28.795 23.957
C -6.790 -33.902 19.548
Cl -8.234 -34.889 19.763
Cl -6.500 -32.857 20.948
H -5.926 -34.538 19.376
H -6.931 -33.289 18.663
C -6.207 -36.907 24.768
Cl -7.345 -37.918 25.696
Cl -6.998 -35.456 24.138
H -5.391 -36.650 25.435
H -5.780 -37.518 23.980
*
```

Results
Expectation value of S² = 3.764
Gap between HOMO and LUMO (spin up / spin down) = 0.1710 / 0.1706 Ha
Highest occupied orbital energy (spin up / spin down) = -0.267 / -0.261 eV

In elementary charge units, the Löwdin charges are: 0.414 -0.067 -0.471 -0.477 -0.468 -0.422 -0.659 0.146 0.123 0.129 0.705 -0.318 -0.256 -0.397 0.584 -0.330 -0.307 -0.674 0.132 0.086 0.131 -0.975 0.504 0.639 0.033 0.020 -0.962 0.451 0.628 0.021 0.039

Entry 3:
C5H7NO | the ωB97M-V functional and the def2-TZVPD basis

The geometry in ORCA input format:
```
! wB97M-V def2-TZVPD RIJCOSX def2/J DEFGRID3
* xyz 0 1
C -1.097 -0.624 0.895
N 0.431 -0.732 0.304
C 1.275 0.420 0.571
C 0.870 1.373 -0.312
C -0.042 0.848 -1.269
C -0.103 -0.543 -1.155
O -0.521 -1.526 -1.725
H -1.934 -0.704 0.170
H -1.159 0.348 1.383
H -1.174 -1.463 1.573
H 0.868 -1.643 0.486
H 1.944 0.454 1.419
H 1.193 2.411 -0.288
H -0.551 1.382 -2.051
*
```

Results
Relative energy (zero: lowest compared OMol25 entry of this formula, charge and spin) = 2.753 eV
SMILES string = C[N@@H+]1C=CC=C1[O-]
Gap between HOMO and LUMO = 0.2961 Ha
Highest occupied orbital energy = -7.257 eV

In elementary charge units, the Löwdin charges are: 0.049 -0.026 -0.133 -0.105 -0.073 -0.499 0.041 0.101 0.093 0.076 0.176 0.095 0.108 0.097

Entry 4:
C4H14NO | the ωB97M-V functional and the def2-TZVPD basis

The geometry in ORCA input format:
```
! wB97M-V def2-TZVPD RIJCOSX def2/J DEFGRID3
* xyz 1 1
C -0.182 -0.499 0.629
C -1.099 -0.406 -0.461
C -2.542 -0.204 0.105
C -0.757 0.762 -1.408
N 2.381 0.380 1.480
H -0.360 0.358 1.291
H 0.109 -1.508 0.933
H -1.041 -1.334 -1.047
H -2.690 0.799 0.513
H -3.180 -0.339 -0.775
H -2.823 -0.958 0.841
H 0.280 0.544 -1.720
H -0.652 1.696 -0.838
H -1.402 0.806 -2.284
H 1.355 0.465 1.468
H 2.752 1.204 1.945
H 2.391 -0.389 2.155
H 3.224 -0.601 -1.061
H 1.932 -0.245 -0.464
O 2.305 -0.530 -1.304
*
```

Results
Relative energy (zero: lowest compared OMol25 entry of this formula, charge and spin) = 4.731 eV
Gap between HOMO and LUMO = 0.2578 Ha
Highest occupied orbital energy = -14.920 eV

In elementary charge units, the Löwdin charges are: 0.278 -0.432 0.015 -0.007 0.050 0.133 0.156 0.159 0.106 0.118 0.096 0.075 0.107 0.111 -0.031 0.062 0.059 0.046 -0.048 -0.052

Entry 5:
C5H7N2O | the ωB97M-V functional and the def2-TZVPD basis

The geometry in ORCA input format:
```
! wB97M-V def2-TZVPD RIJCOSX def2/J DEFGRID3
* xyz 1 1
C 1.386 1.934 1.398
C 0.965 1.002 2.021
C 0.295 -0.407 0.472
C -2.760 -1.384 -1.262
C 1.664 0.558 -1.231
N 0.748 0.458 -0.342
N 0.270 -0.158 1.765
O -2.145 -1.590 -0.244
H -0.172 -1.300 -0.030
H -3.683 -1.807 -1.321
H -2.332 -0.665 -1.921
H 1.892 2.929 1.274
H 2.524 0.029 -0.968
H 1.568 1.224 -2.095
H -0.220 -0.823 2.482
*
```

Results
Relative energy (zero: lowest compared OMol25 entry of this formula, charge and spin) = 5.006 eV
Gap between HOMO and LUMO = 0.3440 Ha
Highest occupied orbital energy = -14.040 eV

In elementary charge units, the Löwdin charges are: 0.150 -0.109 -0.142 -0.044 0.149 0.051 0.100 -0.035 0.164 0.065 0.083 0.106 0.099 0.123 0.238

Entry 6:
C15H27AuNSb | the ωB97M-V functional and the def2-TZVPD basis

The geometry in ORCA input format:
```
! wB97M-V def2-TZVPD RIJCOSX def2/J DEFGRID3
* xyz 0 1
Au 0.278 -0.570 -0.639
C 0.293 3.251 0.929
N 0.409 1.843 1.251
C -0.362 1.529 2.442
C 1.810 1.468 1.400
C 2.043 0.001 1.693
C 2.853 -0.332 2.775
C 3.141 -1.653 3.080
C 2.608 -2.664 2.299
C 1.793 -2.345 1.220
C 1.498 -1.019 0.900
H 0.678 3.899 1.734
H -0.754 3.508 0.760
H 0.854 3.478 0.021
H 0.008 2.070 3.329
H -0.314 0.461 2.647
H -1.405 1.804 2.283
H 2.280 2.061 2.204
H 2.322 1.738 0.470
H 3.261 0.462 3.390
H 3.776 -1.889 3.925
H 2.824 -3.701 2.524
H 1.384 -3.146 0.618
C -0.667 -0.550 -6.287
C -0.064 0.658 -5.582
Sb 0.656 0.171 -3.599
C -1.342 -0.098 -2.740
C -2.430 0.869 -3.192
C 1.002 2.190 -2.907
C 0.393 3.335 -3.706
H -1.013 -0.299 -7.292
H -1.525 -0.948 -5.740
H 0.057 -1.361 -6.382
H -0.786 1.473 -5.505
H 0.791 1.045 -6.140
H -1.309 0.020 -1.623
H -1.632 -1.130 -2.933
H -2.193 1.896 -2.917
H -3.394 0.618 -2.744
H -2.550 0.836 -4.276
H 2.087 2.298 -2.853
H 0.649 2.194 -1.872
H 0.744 3.337 -4.739
H 0.660 4.302 -3.272
H -0.695 3.280 -3.737
*
```

Results
Relative energy (zero: lowest compared OMol25 entry of this formula, charge and spin) = 0.000 eV
Gap between HOMO and LUMO = 0.3114 Ha
Highest occupied orbital energy = -7.879 eV

In elementary charge units, the Löwdin charges are: 0.710 -0.120 -0.303 -0.103 -0.209 -0.282 -0.060 -0.097 -0.106 -0.152 -0.305 0.087 0.084 0.068 0.090 0.078 0.082 0.116 0.116 0.105 0.098 0.097 0.077 -0.212 -0.483 1.298 -0.504 -0.174 -0.469 -0.193 0.067 0.055 0.060 0.034 0.045 -0.036 0.041 0.058 0.072 0.056 0.037 0.005 0.060 0.067 0.048